Entry 1:
12
Properties=species:S:1:pos:R:3 method="wB97M-V/def2-TZVPD" multiplicity=1 charge=0 orbital_gap_ha="0.2997 / 0.3223" e_lumo_ev="0.124 / 0.428" homo_ev="-8.03 / -8.34"
C -0.06544 -0.02425 -0.25274
C -0.28072 -2.03559 0.95430
C 0.07894 2.93578 -0.18612
N 0.43503 -0.22885 -1.35198
O -0.44357 -0.60868 0.80782
Cl 0.78074 2.98018 -1.74597
H 0.35303 -2.35192 1.82073
H 0.07735 -2.39649 -0.06171
H -1.26460 -2.63095 1.11531
H 0.74410 2.54078 0.53029
H -0.96161 3.07638 -0.21225
H 0.54675 -1.25639 -1.41767

---

Entry 2:
18
Properties=species:S:1:pos:R:3 method="wB97M-V/def2-TZVPD" multiplicity=1 charge=+1 orbital_gap_ha=0.3590 e_lumo_ev=-3.290 homo_ev=-13.06
C -0.20142 -0.37407 -2.50762
C -1.42740 -0.75559 -1.69931
N -1.67340 0.27948 -0.62924
H -0.07756 -1.11608 -3.29627
H -0.29872 0.59877 -2.98971
H 0.70072 -0.39287 -1.89742
H -2.33124 -0.85030 -2.29339
H -1.24507 -1.69237 -1.17515
H -0.82900 0.38280 -0.02660
H -2.45850 0.03793 -0.02409
H -1.85311 1.19430 -1.04294
C 2.18482 0.00533 2.50419
C 1.13981 -0.17069 1.71897
O 0.39292 0.84798 1.14137
H 2.67797 -0.87790 2.88190
H 2.58567 0.97596 2.76422
H 0.75725 -1.14942 1.46366
H 0.80211 1.69370 1.34461

---

Entry 3:
17
Properties=species:S:1:pos:R:3 method="wB97M-V/def2-TZVPD" multiplicity=1 charge=0 orbital_gap_ha=0.3734 e_lumo_ev=0.470 homo_ev=-9.69
C 3.20940 1.98688 0.18882
C -0.64794 -0.29117 0.28895
C -1.44450 0.14778 -0.87983
C 1.29413 -1.88447 0.16537
N -0.01115 -1.68983 0.09213
O 2.09304 1.77679 0.12035
O 4.31258 2.18044 0.37008
O -3.32566 0.57597 0.77159
O 2.07297 -0.91393 0.13948
S -2.79036 1.35611 -0.31346
H 0.19067 0.28468 0.57041
H -1.30737 -0.35016 1.11907
H -0.98793 0.77313 -1.59561
H -1.90650 -0.72811 -1.32968
H 1.53938 -2.93880 0.29435
H -0.69925 -2.36859 -0.16329
H -1.59149 2.08329 0.16127